Entry 1:
12
Properties=species:S:1:pos:R:3:forces:R:3:nbo_charge:R:1 method="wB97M-V/def2-TZVPD" multiplicity=1 orbital_gap_ev=11.11 smiles=C#CC[C@H]1CO1 homo_ev=-10.1
C -1.3928 -0.1391 -1.8321 0.3854 0.3571 0.1107 -0.257
C -0.4882 0.4997 -1.3549 -0.4375 -0.3016 -0.1872 0.009
C 0.5090 1.0258 -0.4090 -0.0282 -0.0927 0.0273 -0.506
C 0.0989 0.3213 0.8767 -0.2019 0.0761 -0.0472 0.072
C 0.4265 -1.0879 1.0214 -0.0483 -0.2932 -0.1110 -0.111
O 1.0718 -0.0892 1.8139 0.1869 0.0984 0.1339 -0.484
H -2.2000 -0.7220 -2.2169 0.1471 0.1825 -0.1255 0.240
H 0.4876 2.1202 -0.3215 -0.0823 -0.2890 -0.0357 0.240
H 1.5291 0.7278 -0.6784 -0.1898 0.0291 -0.0307 0.243
H -0.8409 0.6819 1.2975 0.1758 -0.0527 0.0380 0.188
H 1.0604 -1.5542 0.2659 -0.0925 0.0945 0.1236 0.181
H -0.2610 -1.7659 1.5262 0.1854 0.1914 0.1039 0.185

***

Entry 2:
12
Properties=species:S:1:pos:R:3:forces:R:3:nbo_charge:R:1 method="wB97M-V/def2-TZVPD" multiplicity=1 orbital_gap_ev=9.18 smiles="C#CC=O.C=C" homo_ev=-9.3
C -0.9608 -0.3958 2.5634 0.1009 0.0784 -0.4205 -0.154
C -0.8479 -0.1978 1.3803 -0.2147 -0.2773 0.6188 -0.122
C -1.1076 0.0964 -0.0225 -1.3222 -0.6062 -0.0158 0.317
O -1.2760 -0.7523 -0.8851 -0.5867 0.1714 0.6222 -0.560
H -1.0876 -0.5819 3.6058 0.1426 0.0114 -0.0930 0.238
H -1.4327 1.1431 -0.1393 -0.0198 -0.1356 -0.0940 0.149
C 0.8434 0.7121 -0.9007 1.1644 0.1751 -0.9196 -0.450
C 1.3289 -0.5240 -1.1401 0.3003 0.2739 -0.0224 -0.285
H 0.0057 1.0532 -1.4795 -0.5763 0.0049 0.6915 0.241
H 1.4324 1.4943 -0.4389 0.6178 0.1430 -0.6696 0.202
H 0.7246 -1.4314 -1.1646 -0.1077 0.5138 -0.8201 0.227
H 2.3777 -0.6160 -1.3788 0.5014 -0.3527 1.1225 0.195

***

Entry 3:
12
Properties=species:S:1:pos:R:3:forces:R:3:nbo_charge:R:1 method="wB97M-V/def2-TZVPD" multiplicity=1 orbital_gap_ev=9.88 homo_ev=-10.3
C 1.4460 0.3061 0.2951 0.0543 -0.0141 -0.0376 -0.599
C 0.0161 0.2475 0.8434 -0.0388 -0.0216 0.0591 -0.434
C -1.0271 0.1553 -0.2191 -0.3124 0.3363 -0.3140 -0.277
C -1.8685 0.5214 -1.1017 0.4496 -0.0388 0.5037 0.093
C -1.2347 -1.2801 -1.0020 0.4024 -0.6830 -0.2632 0.416
O -0.2102 -1.8711 -1.2142 -0.4866 0.3065 0.1471 -0.490
H 1.6943 -0.6229 -0.2234 -0.0313 0.1814 0.0710 0.233
H 1.5535 1.1348 -0.4114 -0.0042 -0.1141 0.1172 0.214
H 2.1586 0.4497 1.1149 -0.1580 -0.0121 -0.1240 0.213
H -0.2110 1.1487 1.4267 0.0028 -0.1687 -0.1518 0.241
H -0.0991 -0.6077 1.5189 0.0389 0.1167 -0.0750 0.228
H -2.2201 -1.7498 -1.1126 0.0832 0.1116 0.0673 0.164

***

Entry 4:
12
Properties=species:S:1:pos:R:3:forces:R:3:nbo_charge:R:1 method="wB97M-V/def2-TZVPD" multiplicity=1 orbital_gap_ev=8.69 homo_ev=-8.7
C -2.0282 -0.0273 -0.6017 -0.1208 -0.0057 -0.0105 -0.636
C -1.0283 -0.2675 0.5062 -0.2538 -0.0111 0.0184 -0.068
C 1.2723 -0.5822 0.6342 0.0208 0.3721 -0.2867 0.216
O 0.2865 -0.0719 -0.0564 0.4524 -0.0155 0.3094 -0.466
C 2.4926 -0.0066 0.1403 0.4848 0.1577 -0.0211 -0.180
C 3.5517 0.5541 -0.0373 -0.3832 -0.2706 0.0778 -0.150
H -3.0208 0.1819 -0.1980 0.0858 -0.0386 0.0455 0.220
H -2.1130 -0.8907 -1.2620 0.0855 0.0498 -0.0266 0.215
H -1.7114 0.8382 -1.1897 -0.0855 -0.0905 0.0569 0.224
H -1.0683 -1.2650 0.9492 -0.0255 0.1094 -0.0668 0.202
H -1.1158 0.4790 1.3005 -0.0937 -0.1195 -0.0832 0.187
H 4.4826 1.0579 -0.1853 -0.1667 -0.1376 -0.0131 0.237

***

Entry 5:
12
Properties=species:S:1:pos:R:3:forces:R:3:nbo_charge:R:1 method="wB97M-V/def2-TZVPD" multiplicity=1 orbital_gap_ev=10.08 smiles="O=C1C=CCC1" homo_ev=-9.5
O 2.4431 -0.5650 -0.4072 -0.6610 -0.1887 0.0873 -0.542
C 1.2900 -0.2474 -0.2014 -0.0167 -0.0126 0.0067 0.543
C 0.7918 1.1303 -0.0824 0.0165 0.2281 0.0956 -0.322
C -0.5107 1.1494 0.2003 0.2279 0.0435 -0.1682 -0.095
C -1.1887 -0.1784 -0.0167 0.5635 -0.3979 -0.1263 -0.452
C 0.0872 -1.1820 0.0362 -0.5363 0.3160 0.1239 -0.510
H 1.4513 1.9791 -0.1661 0.0923 0.0757 0.2930 0.228
H -1.0080 2.0239 0.6149 -0.2062 -0.0947 -0.5133 0.215
H -1.6284 -0.2331 -1.0191 0.1517 0.2422 0.0022 0.228
H -2.0767 -0.2270 0.6513 0.9286 -0.8889 0.0148 0.223
H 0.1075 -1.6101 1.0388 0.3113 0.1129 0.0951 0.239
H 0.2417 -2.0397 -0.6486 -0.8716 0.5644 0.0893 0.242

***

Entry 6:
12
Properties=species:S:1:pos:R:3:forces:R:3:nbo_charge:R:1 method="wB97M-V/def2-TZVPD" multiplicity=1 orbital_gap_ev=10.11 homo_ev=-9.2
O -2.4298 -2.3153 0.3246 0.5436 0.9954 -0.0772 -0.511
C -1.9345 -1.2977 0.2358 -0.8821 -1.2640 0.0625 0.513
C 0.9896 -0.9171 -0.8643 0.0390 0.0758 0.0359 -0.389
C 0.9947 -0.2800 0.3074 -0.0775 -0.2295 -0.0209 -0.220
C -0.2792 1.8036 -0.0425 0.0095 -0.1594 0.0121 -0.372
C 0.0575 0.7779 0.7398 0.2319 0.2956 -0.1499 -0.222
H 1.7856 -1.6112 -1.1238 -0.1977 0.0062 0.1391 0.201
H 0.2058 -0.7854 -1.6075 0.1428 0.2106 0.1173 0.195
H 1.7443 -0.5806 1.0403 -0.0108 0.1887 -0.0992 0.205
H 0.0726 1.8535 -1.0704 0.0891 0.0165 0.1723 0.194
H -0.9094 2.6239 0.2871 -0.0176 -0.2222 0.0735 0.199
H -0.2971 0.7284 1.7734 0.1297 0.0862 -0.2655 0.207

***

Entry 7:
12
Properties=species:S:1:pos:R:3:forces:R:3:nbo_charge:R:1 method="wB97M-V/def2-TZVPD" multiplicity=1 orbital_gap_ev="7.02 / 7.43" homo_ev="-8.3 / -8.7"
C -1.9687 0.4227 -0.2025 -0.0321 0.1362 -0.1618 -0.680
C -1.0029 -0.6786 -0.4038 -0.4519 0.1083 -0.0212 0.013
C 0.3539 -0.5877 -0.2196 0.4524 0.0933 0.3537 -0.414
C 1.3929 0.2753 -0.3903 -0.6828 -0.2668 0.2231 0.070
C 2.5864 0.4814 0.3641 0.0216 0.2798 0.0912 0.266
O 2.8191 1.4565 1.0650 -0.1251 -0.4501 -0.2191 -0.564
H -2.1337 0.5341 0.8808 0.0157 0.0330 -0.2288 0.249
H -1.5519 1.3676 -0.5614 -0.0823 0.0112 0.0003 0.239
H -2.9387 0.2051 -0.6526 0.0945 0.0980 -0.0421 0.229
H -1.3953 -1.6955 -0.4604 -0.0319 0.2270 0.2320 0.197
H 0.4670 -1.4882 0.4069 0.9976 -0.3674 -0.2422 0.270
H 3.3718 -0.2927 0.1738 -0.1757 0.0975 0.0151 0.126

***

Entry 8:
12
Properties=species:S:1:pos:R:3:forces:R:3:nbo_charge:R:1 method="wB97M-V/def2-TZVPD" multiplicity=1 orbital_gap_ev=10.45 smiles=C#CC[C@H]1CO1 homo_ev=-10.0
C 2.6181 -0.2620 0.0552 0.4475 0.2129 -0.3719 -0.144
C 1.5860 -0.2198 -0.5733 0.5316 -0.5532 1.3697 -0.084
C 0.3149 -0.6990 0.0618 -0.5270 -0.1826 -0.0849 -0.451
C -0.5964 0.4534 0.3278 0.0585 0.0448 -0.0350 0.055
C -1.6944 0.6981 -0.5878 -0.1845 0.2137 -0.3460 -0.111
O -1.9131 0.0806 0.6784 -0.3407 -0.0089 0.1343 -0.487
H 3.3244 -0.4563 0.8195 0.8815 0.2951 -0.2670 0.230
H 0.5868 -1.1500 1.0258 -0.2485 -0.0160 -0.2982 0.209
H -0.1554 -1.4736 -0.5381 -0.3384 0.1379 -0.0915 0.228
H -0.1648 1.2788 0.9023 -0.1483 -0.1977 -0.1329 0.189
H -1.7811 0.0395 -1.4521 -0.1135 0.1268 0.1251 0.180
H -2.1073 1.6963 -0.6950 -0.0182 -0.0728 -0.0017 0.186

***

Entry 9:
12
Properties=species:S:1:pos:R:3:forces:R:3:nbo_charge:R:1 method="wB97M-V/def2-TZVPD" multiplicity=1 orbital_gap_ev="8.33 / 7.58" homo_ev="-8.1 / -7.7"
C -0.7713 -1.4932 0.8934 2.0355 1.5108 -0.8408 -0.281
C -0.6816 -0.8378 -0.4990 -2.8331 0.7491 -2.2950 -0.364
C 0.3459 -1.8156 -0.1152 0.8194 1.5671 1.7524 -0.256
C 0.6618 -0.3425 -0.3439 -1.4456 -1.9425 1.5512 0.392
C 0.3065 1.8120 -0.0097 -2.1397 1.3687 -0.6241 -0.270
O 1.1882 0.7786 0.0924 1.6916 -2.4028 0.2440 -0.431
H -0.5366 -0.8319 1.7905 -0.1131 -0.8479 -0.9469 0.161
H -1.4600 -0.7433 -1.3404 1.4377 -0.4175 1.4247 0.229
H 0.8810 -2.6323 -0.4944 0.1035 -1.1066 -0.5312 0.232
H 0.8915 2.7185 -0.1660 -0.5776 0.0203 -0.6484 0.204
H -0.3032 1.9368 0.8551 0.0979 0.1149 1.6003 0.184
H -0.5223 1.4507 -0.6629 0.9236 1.3866 -0.6860 0.200

***

The following E values (in hartree) correspond, in order, to the records above: -269.23767; -269.16462; -269.19912; -269.18805; -269.32748; -269.29280; -269.18133; -269.18816; -269.08629.
The following relative energy (zero: lowest compared OMol25 entry of this formula, charge and spin) values (in eV) correspond, in order, to the records above: 2.9544; 4.9420; 4.0034; 4.3046; 0.5104; 1.4541; 4.4873; 4.3016; 7.0736.